This record from OMol25 describes C22H30AuO2Si as an isolated structure at a distorted geometry. The level of theory is ωB97M-V/def2-TZVPD.

Positions of all 56 atoms, in Å:
C  -1.964863  -0.657995  2.202318
C  -1.147039  -1.608768  1.564922
C  0.038339  -1.805742  2.408513
H  -1.377438  -2.159240  0.654115
C  -0.152765  -0.978212  3.587531
C  -1.336693  -0.252059  3.423643
H  -1.813849  0.397889  4.160731
H  -2.950876  -0.313286  1.899079
H  0.747922  -2.630820  2.296976
H  0.460635  -1.000262  4.479853
Au  1.052327  -0.244304  1.134648
C  2.742649  0.222571  -2.249251
H  3.580137  -0.176009  -1.676490
H  2.780602  1.325792  -2.318292
H  2.815332  -0.173329  -3.277056
Si  1.073030  -0.145000  -1.505161
C  -0.381962  0.416074  -2.609859
C  -1.579833  -0.267503  -2.343523
H  -1.572495  -1.177681  -1.727463
C  -2.791633  0.155418  -2.889332
H  -3.696233  -0.415944  -2.646221
C  -2.803061  1.248863  -3.761432
H  -3.761814  1.599640  -4.136346
C  -1.602620  1.875292  -4.120493
H  -1.629905  2.685794  -4.856706
C  -0.392092  1.445536  -3.563854
H  0.541609  1.863759  -3.938735
C  1.116423  -2.031850  -1.706209
C  0.381020  -2.747068  -2.658975
H  -0.299115  -2.235924  -3.348145
C  0.505284  -4.141724  -2.782455
H  -0.053200  -4.652347  -3.574725
C  1.407431  -4.857841  -1.979964
H  1.568811  -5.935046  -2.091759
C  2.151532  -4.139393  -1.037332
H  2.888676  -4.635553  -0.425815
C  2.020627  -2.754765  -0.924164
H  2.655056  -2.232870  -0.209996
H  2.151205  0.354382  -0.030182
H  -0.001419  0.274801  -0.248638
C  1.055081  1.789427  4.558897
O  0.234723  2.242665  3.487280
C  0.998301  2.804242  2.422666
C  0.016757  3.227058  1.349534
O  -0.902367  2.194020  1.063234
C  -2.223923  2.443352  1.538362
H  0.408465  1.351945  5.323528
H  1.602798  2.632902  5.000254
H  1.777353  1.028601  4.222580
H  1.536133  3.683501  2.818235
H  1.723131  2.075273  1.987679
H  0.595643  3.412706  0.438341
H  -0.512265  4.125966  1.675028
H  -2.854861  1.644304  1.128780
H  -2.244504  2.428587  2.641632
H  -2.580209  3.420173  1.170214

Forces on the atoms, in the same order (eV/Å):
-0.052 1.174 2.596
0.869 -0.478 0.809
0.248 0.552 -0.172
0.173 0.129 0.244
0.923 -1.415 -1.101
-3.099 -0.148 -1.689
0.437 -0.124 -0.378
0.438 -0.187 -0.111
-0.411 0.238 0.217
0.040 0.024 -0.220
0.579 -0.152 -0.800
-0.024 1.493 -0.290
-0.083 0.183 0.055
0.633 -0.324 -0.019
-0.381 0.024 0.403
-0.602 -1.793 -2.291
0.157 0.057 0.227
-0.375 0.198 0.125
-0.011 0.563 -0.019
0.320 -0.277 -0.118
0.291 0.435 -0.220
0.084 -0.059 0.375
0.272 0.002 -0.120
-0.232 -0.245 -0.072
0.131 -0.334 0.321
-0.237 -0.095 -0.016
-0.171 0.165 0.351
-0.309 -0.126 0.618
-0.230 -0.454 -0.152
0.259 -0.164 0.336
0.434 0.013 -0.187
0.165 0.172 0.402
-0.133 0.630 0.081
-0.234 0.459 0.005
-0.002 0.158 -0.389
0.035 -0.171 0.082
-0.099 -0.474 0.094
-0.023 -0.097 -0.010
-0.070 -0.001 1.029
0.099 0.022 0.001
-0.036 0.359 -0.101
0.592 -0.369 0.001
-0.369 0.025 0.560
0.210 -0.039 0.018
-0.207 -0.141 -0.150
0.105 0.072 -0.009
0.030 0.118 -0.123
-0.008 -0.188 -0.015
-0.057 0.158 -0.006
0.151 -0.251 -0.369
-0.190 0.203 0.468
-0.169 0.316 0.021
0.050 0.054 -0.179
0.135 0.412 0.136
-0.088 0.022 -0.376
0.039 -0.324 0.130

Its total energy is -1431.5058 Ha. Its net charge is +1. The multiplicity is 3. The value obtained for the relative energy (zero: lowest compared OMol25 entry of this formula, charge and spin) is 43.37 kcal per mole. Its gap between HOMO and LUMO (spin up / spin down) is 8.2 / 5.7 eV.